(1)
Entry from the Open Molecules 2025 dataset: C24H39AsN2O5Sc as an isolated structure (ωB97M-V with the def2-TZVPD basis set).

```
! wB97M-V def2-TZVPD RIJCOSX def2/J DEFGRID3
* xyz 3 1
Sc 8.67 8.68 16.42
C 11.69 9.15 17.42
C 11.10 8.52 18.66
O 9.78 8.07 18.26
C 9.14 7.17 19.20
C 8.59 6.06 18.34
O 7.85 6.70 17.28
C 6.43 6.47 17.21
C 5.79 7.73 17.72
O 6.44 8.83 17.00
C 5.96 10.12 17.46
C 7.03 10.70 18.36
O 8.26 10.56 17.60
C 9.34 11.33 18.15
C 10.46 11.26 17.14
O 10.63 9.87 16.72
H 12.04 8.38 16.71
H 12.51 9.83 17.65
H 11.02 9.23 19.49
H 11.72 7.67 18.96
H 8.36 7.70 19.74
H 9.87 6.77 19.91
H 7.96 5.38 18.93
H 9.41 5.48 17.91
H 6.15 5.60 17.81
H 6.18 6.30 16.16
H 5.98 7.84 18.80
H 4.72 7.74 17.51
H 5.00 10.04 18.00
H 5.81 10.75 16.58
H 7.11 10.14 19.31
H 6.82 11.75 18.58
H 9.65 10.90 19.11
H 9.03 12.38 18.28
H 11.40 11.65 17.56
H 10.21 11.83 16.24
C 6.31 10.05 13.54
As 8.08 10.38 14.21
C 9.16 10.08 12.67
C 8.15 12.33 14.34
C 7.72 13.03 13.07
C 6.38 13.41 12.88
C 5.98 14.08 11.74
C 6.92 14.39 10.76
C 8.25 14.04 10.94
C 8.65 13.37 12.09
H 6.37 10.07 12.45
H 5.68 10.90 13.82
H 5.86 9.13 13.88
H 8.81 10.82 11.93
H 9.02 9.08 12.26
H 10.22 10.25 12.84
H 9.19 12.57 14.56
H 7.52 12.63 15.19
H 5.67 13.24 13.68
H 4.95 14.39 11.63
H 6.61 14.93 9.89
H 8.98 14.34 10.21
H 9.69 13.14 12.21
N 9.77 3.99 12.25
C 9.56 4.99 13.09
C 8.41 5.80 13.01
C 8.25 6.85 13.88
N 9.14 7.16 14.85
C 10.21 6.34 14.96
C 10.47 5.27 14.15
H 9.13 3.82 11.48
H 10.58 3.41 12.32
H 7.66 5.63 12.24
H 7.39 7.51 13.77
H 10.92 6.58 15.75
H 11.36 4.68 14.28
*
```

For the HOMO energy, the calculation gives -0.568 Ha. The molecular weight comes out at 555.5 g/mol. The value obtained for the gap between HOMO and LUMO is 0.249 hartree.

Results of the Löwdin charge analysis, in e, for atoms 1 through 4:
1 Sc 1.124
2 C -0.090
3 C -0.098
4 O -0.244



(2)
Entry from the Open Molecules 2025 dataset: a 5-piece molecular cluster, C30H55F6N10P overall at a distorted geometry (ωB97M-V with the def2-TZVPD basis set).

```
! wB97M-V def2-TZVPD RIJCOSX def2/J DEFGRID3
* xyz 4 1
C -12.57 27.52 -14.22
C -12.85 27.02 -12.76
N -13.30 25.66 -12.73
C -14.51 25.28 -13.29
C -14.72 23.90 -13.06
N -13.54 23.38 -12.47
C -12.75 24.49 -12.27
C -13.24 21.98 -12.27
H -12.33 26.74 -14.94
H -11.81 28.30 -14.09
H -13.46 28.04 -14.58
H -13.65 27.62 -12.32
H -11.92 27.08 -12.20
H -15.24 25.97 -13.69
H -15.64 23.37 -13.24
H -11.80 24.41 -11.76
H -14.05 21.45 -12.77
H -13.29 21.57 -11.26
H -12.44 21.77 -12.98
C -10.43 26.02 -14.95
C -10.43 27.51 -15.00
N -9.21 28.16 -15.57
C -8.68 29.33 -15.16
C -7.55 29.65 -15.90
N -7.29 28.56 -16.74
C -8.39 27.76 -16.59
C -6.36 28.41 -17.81
H -10.87 25.63 -15.87
H -11.08 25.64 -14.17
H -9.42 25.65 -14.80
H -10.60 27.93 -14.01
H -11.29 27.90 -15.54
H -9.19 29.95 -14.45
H -6.83 30.45 -15.98
H -8.58 26.86 -17.16
H -6.48 29.15 -18.60
H -6.67 27.56 -18.41
H -5.38 28.39 -17.32
C -11.82 30.53 -15.57
C -10.97 31.13 -16.66
N -10.57 30.14 -17.61
C -9.26 30.04 -18.08
C -9.20 28.97 -18.97
N -10.48 28.45 -19.08
C -11.34 29.19 -18.23
C -10.83 27.42 -20.05
H -11.37 29.59 -15.25
H -12.88 30.36 -15.76
H -11.86 31.22 -14.72
H -10.20 31.82 -16.31
H -11.80 31.54 -17.23
H -8.44 30.60 -17.64
H -8.41 28.47 -19.51
H -12.41 29.05 -18.24
H -10.31 26.49 -19.82
H -10.41 27.65 -21.03
H -11.87 27.12 -20.11
C -15.38 28.23 -19.51
C -14.86 26.98 -18.77
N -14.98 25.76 -19.45
C -16.12 24.92 -19.55
C -15.72 23.73 -20.20
N -14.38 23.89 -20.62
C -14.00 25.10 -20.14
C -13.47 22.80 -21.13
H -14.63 28.35 -20.30
H -15.60 29.09 -18.88
H -16.29 27.90 -20.01
H -15.42 26.92 -17.83
H -13.82 27.14 -18.47
H -17.05 25.25 -19.11
H -16.19 22.77 -20.34
H -12.97 25.40 -20.14
H -12.57 22.80 -20.51
H -13.27 23.03 -22.17
H -13.96 21.83 -21.06
C -14.66 24.12 -15.78
C -14.36 23.19 -17.00
N -12.98 23.41 -17.52
C -12.59 22.85 -18.76
C -11.24 23.16 -18.99
N -10.89 24.04 -17.97
C -11.89 24.10 -17.04
C -9.71 24.92 -17.99
H -14.91 25.12 -16.15
H -13.87 24.14 -15.04
H -15.59 23.82 -15.30
H -15.14 23.29 -17.76
H -14.32 22.19 -16.58
H -13.33 22.29 -19.31
H -10.59 23.18 -19.85
H -11.91 24.69 -16.13
H -9.13 24.84 -17.07
H -9.93 25.99 -18.10
H -8.98 24.65 -18.75
P -12.63 26.88 -16.93
F -12.50 28.03 -15.75
F -11.17 27.24 -17.44
F -12.13 25.86 -15.84
F -12.68 25.69 -18.06
F -14.09 26.50 -16.46
F -13.29 28.04 -17.88
*
```

For the HOMO energy, the calculation gives -0.699 Ha. The molecular weight comes out at 700.8 g/mol. The value obtained for the gap between HOMO and LUMO is 0.353 hartree.

Results of the Löwdin charge analysis, in e, for atoms 1 through 4:
1 C -0.226
2 C -0.072
3 N -0.038
4 C -0.039



(3)
Entry from the Open Molecules 2025 dataset: a 4-piece molecular cluster, H8O4 overall at a distorted geometry (ωB97M-V with the def2-TZVPD basis set).

```
! wB97M-V def2-TZVPD RIJCOSX def2/J DEFGRID3
* xyz 0 1
O 0.35 0.01 1.85
H -0.55 -0.29 1.93
H 0.49 0.75 2.50
O 1.07 -0.62 -1.97
H 0.74 -1.42 -1.53
H 0.74 0.17 -1.53
O 0.15 1.27 -0.37
H -0.06 2.09 0.01
H 0.36 0.83 0.46
O -1.47 -0.92 -0.55
H -0.92 -0.16 -0.32
H -0.92 -1.71 -0.49
*
```

Its SMILES is O.O.O.O. For the HOMO energy, the calculation gives -0.386 Ha. The molecular weight comes out at 72.1 g/mol. The value obtained for the gap between HOMO and LUMO is 0.386 hartree.

Results of the natural (NBO) charge analysis, in e, for atoms 1 through 4:
1 O -0.939
2 H 0.497
3 H 0.491
4 O -0.961



(4)
Entry from the Open Molecules 2025 dataset: C26H24N8RhS2 as an isolated structure (ωB97M-V with the def2-TZVPD basis set).

```
! wB97M-V def2-TZVPD RIJCOSX def2/J DEFGRID3
* xyz -1 5
Rh 0.55 -0.09 0.35
C 1.75 -5.25 -0.17
S 0.97 -4.46 -1.59
C 0.86 -2.77 -1.06
S 0.74 -2.40 0.63
N 0.81 -1.93 -2.04
N 0.65 -0.65 -1.62
C 0.52 0.34 -2.50
C 0.36 1.64 -1.99
C 0.16 2.78 -2.80
C -0.07 4.00 -2.22
C -0.09 4.11 -0.82
C 0.14 2.97 -0.08
N 0.35 1.77 -0.61
H 1.85 -6.31 -0.43
H 1.15 -5.16 0.73
H 2.74 -4.84 0.02
H 0.55 0.15 -3.57
H 0.17 2.67 -3.88
H -0.25 4.87 -2.84
H -0.27 5.05 -0.32
H 0.16 2.99 1.01
C -2.80 1.25 -0.90
C -2.71 0.88 0.53
N -1.73 0.23 1.11
C -2.08 0.09 2.43
C -3.28 0.67 2.66
N -3.68 1.18 1.44
C -4.83 2.01 1.23
N -4.46 3.35 0.85
N -5.12 3.98 -0.15
N -4.65 5.16 -0.28
C -3.65 5.35 0.63
C -2.83 6.46 0.87
C -1.88 6.33 1.86
C -1.73 5.13 2.59
C -2.53 4.03 2.36
C -3.51 4.18 1.38
H -2.07 0.66 -1.46
H -2.57 2.31 -1.06
H -3.80 1.05 -1.30
H -1.42 -0.41 3.12
H -3.89 0.79 3.54
H -5.38 2.05 2.17
H -5.48 1.64 0.44
H -2.94 7.36 0.29
H -1.22 7.15 2.08
H -0.94 5.06 3.32
H -2.38 3.10 2.90
C 1.05 0.53 2.15
C 1.44 1.13 3.33
C 2.77 1.00 3.84
C 3.16 1.62 5.01
C 2.27 2.40 5.75
C 0.96 2.55 5.28
C 0.55 1.94 4.11
H 3.47 0.40 3.28
H 4.18 1.49 5.36
H 2.58 2.87 6.67
H 0.25 3.15 5.84
H -0.47 2.08 3.76
*
```

For the HOMO energy (spin up / spin down), the calculation gives -0.087 / -0.156 Ha. The molecular weight comes out at 615.6 g/mol. The value obtained for the gap between HOMO and LUMO (spin up / spin down) is 0.170 / 0.238 hartree.

Results of the natural (NBO) charge analysis, in e, for atoms 1 through 4:
1 Rh 0.688
2 C -0.750
3 S 0.232
4 C -0.115



(5)
Entry from the Open Molecules 2025 dataset: C4H10N2O2 as an isolated structure at a distorted geometry (ωB97M-V with the def2-TZVPD basis set).

```
! wB97M-V def2-TZVPD RIJCOSX def2/J DEFGRID3
* xyz 0 1
C 1.11 -1.82 0.28
C -1.50 -1.18 -0.65
O 1.97 -1.35 1.21
N -0.56 -0.84 0.14
H 2.34 -0.54 0.79
H 1.47 -1.84 -0.74
H 0.63 -2.73 0.64
H -1.71 -0.71 -1.61
H -2.29 -1.88 -0.35
C -0.60 1.84 -0.90
C 0.16 0.86 -0.01
N 0.14 1.30 1.35
O 1.34 0.51 -0.44
H 0.59 0.63 1.96
H -0.79 1.53 1.71
H -0.03 2.77 -0.94
H -1.60 2.04 -0.52
H -0.65 1.44 -1.92
*
```

For the HOMO energy (spin up / spin down), the calculation gives -0.294 / -0.294 Ha. The molecular weight comes out at 118.1 g/mol. The value obtained for the gap between HOMO and LUMO (spin up / spin down) is 0.267 / 0.267 hartree.

Results of the natural (NBO) charge analysis, in e, for atoms 1 through 4:
1 C 0.273
2 C 0.009
3 O -0.657
4 N -0.512



(6)
Entry from the Open Molecules 2025 dataset: a 8-piece molecular cluster, C21H61N9O11 overall at a distorted geometry (ωB97M-V with the def2-TZVPD basis set).

```
! wB97M-V def2-TZVPD RIJCOSX def2/J DEFGRID3
* xyz 0 1
C 4.08 18.39 -18.81
O 5.23 18.07 -18.42
N 3.84 18.51 -20.10
N 3.01 18.73 -18.17
H 4.63 18.43 -20.72
H 3.10 19.16 -20.33
H 2.99 18.79 -17.17
H 2.28 19.21 -18.67
C 0.56 20.34 -13.93
O -0.68 20.38 -13.82
N 1.29 20.70 -14.95
N 1.29 19.75 -13.05
H 0.72 21.05 -15.71
H 2.29 20.65 -15.10
H 2.29 19.75 -13.11
H 0.87 19.22 -12.30
C -1.60 21.16 -17.08
O -0.41 21.45 -17.29
N -2.45 21.21 -18.07
N -2.11 20.80 -16.00
H -2.05 21.48 -18.96
H -3.41 20.93 -17.92
H -1.48 20.69 -15.21
H -3.10 20.59 -15.96
C 8.94 24.77 -13.36
O 8.45 24.49 -14.67
C 8.00 25.49 -15.46
C 8.03 25.06 -16.90
N 7.17 23.92 -17.09
C 7.04 23.48 -18.47
C 5.77 22.57 -18.55
O 4.52 23.24 -18.37
C 3.34 22.43 -18.24
H 8.10 25.11 -12.75
H 9.60 25.64 -13.41
H 9.29 23.86 -12.86
H 8.69 26.33 -15.38
H 7.03 25.91 -15.19
H 9.03 24.73 -17.18
H 7.78 25.97 -17.45
H 6.25 24.27 -16.88
H 7.90 22.91 -18.81
H 7.05 24.35 -19.12
H 5.86 21.66 -17.95
H 5.78 22.27 -19.60
H 3.53 21.60 -17.55
H 2.99 22.02 -19.18
H 2.50 23.04 -17.89
C 1.04 17.69 -22.09
O 2.06 18.02 -23.03
C 3.11 17.07 -23.23
C 3.83 17.55 -24.49
N 3.08 17.43 -25.77
C 3.95 17.82 -26.91
C 4.92 16.70 -27.27
O 4.47 15.60 -27.92
C 5.45 14.69 -28.30
H 1.49 17.51 -21.11
H 0.48 16.80 -22.37
H 0.40 18.57 -22.06
H 2.76 16.04 -23.21
H 3.72 17.21 -22.34
H 4.80 17.06 -24.52
H 4.18 18.56 -24.27
H 2.39 18.17 -25.66
H 4.56 18.72 -26.79
H 3.24 18.04 -27.70
H 5.49 16.29 -26.43
H 5.64 17.06 -28.01
H 4.93 13.81 -28.68
H 6.23 14.33 -27.63
H 5.88 15.10 -29.22
C -3.90 16.61 -21.04
O -3.03 15.88 -20.30
C -1.67 16.45 -20.10
C -1.62 17.70 -19.24
N -2.04 17.48 -17.83
C -0.86 17.08 -17.03
C -1.11 16.93 -15.53
O -1.98 15.88 -15.05
C -1.73 14.59 -15.51
H -4.81 16.07 -21.31
H -3.40 16.81 -21.99
H -4.15 17.56 -20.55
H -1.26 16.49 -21.11
H -1.10 15.65 -19.62
H -2.29 18.45 -19.67
H -0.59 18.07 -19.23
H -2.23 18.40 -17.46
H -0.01 17.76 -17.10
H -0.50 16.12 -17.42
H -1.64 17.84 -15.25
H -0.14 16.76 -15.06
H -2.56 13.90 -15.34
H -0.74 14.23 -15.23
H -1.83 14.62 -16.59
O -1.01 20.96 -21.22
H -1.82 20.62 -21.59
H -0.72 21.62 -21.86
O 1.00 20.08 -19.16
H 0.63 20.31 -20.01
H 0.59 20.68 -18.55
*
```

Its SMILES is COCCNCCOC.COCCNCCOC.COCCNCCOC.NC(N)=O.NC(N)=O.NC(N)=O.O.O. For the HOMO energy, the calculation gives -0.320 Ha. The molecular weight comes out at 615.8 g/mol. The value obtained for the gap between HOMO and LUMO is 0.311 hartree.

Results of the Löwdin charge analysis, in e, for atoms 1 through 4:
1 C -0.740
2 O -0.018
3 N 0.153
4 N 0.165



Calculated total energy in order - -4419.306873; -2662.056228; -305.731737; -2350.077071; -418.247482; -2157.035448 a.u.
Calculated ΔE to the lowest compared entry with this formula, charge and spin in order - 0.0; 3023.9; 124.6; 14.0; 560.5; 285.3 kJ/mol